{
  "formula": "C36H37CoN6O2P2",
  "method": "ωB97M-V/def2-TZVPD",
  "elements": ["Co", "N", "P", "C", "C", "C", "C", "C", "C", "C", "C", "C", "C", "C", "C", "P", "C", "C", "C", "C", "C", "C", "C", "C", "C", "C", "C", "C", "H", "H", "H", "H", "H", "H", "H", "H", "H", "H", "H", "H", "H", "H", "H", "H", "H", "H", "H", "H", "H", "C", "C", "N", "O", "C", "C", "N", "O", "H", "H", "H", "H", "H", "H", "H", "N", "C", "N", "C", "N", "C", "C", "C", "C", "C", "C", "H", "H", "H", "H", "H", "H", "H", "H", "H"],
  "coordinates": [[0.489, -1.592, -1.353], [1.099, 0.610, 1.157], [1.672, -0.004, -0.307], [3.172, -0.911, 0.149], [3.924, -1.461, -0.893], [5.044, -2.226, -0.610], [5.418, -2.451, 0.708], [4.666, -1.917, 1.744], [3.539, -1.156, 1.467], [2.233, 1.419, -1.270], [3.565, 1.822, -1.312], [3.919, 2.960, -2.023], [2.949, 3.692, -2.692], [1.620, 3.293, -2.654], [1.261, 2.160, -1.941], [-0.493, 1.336, 1.351], [-0.073, 2.552, 2.658], [-0.926, 3.651, 2.735], [-0.735, 4.636, 3.693], [0.328, 4.545, 4.578], [1.193, 3.462, 4.507], [0.990, 2.471, 3.558], [-1.315, 0.027, 2.360], [-2.323, -0.704, 1.732], [-2.977, -1.729, 2.407], [-2.624, -2.038, 3.710], [-1.619, -1.317, 4.346], [-0.974, -0.289, 3.678], [1.820, 1.149, 1.625], [3.632, -1.282, -1.922], [5.624, -2.648, -1.420], [6.293, -3.048, 0.928], [4.950, -2.101, 2.772], [2.933, -0.775, 2.279], [4.329, 1.253, -0.797], [4.956, 3.268, -2.059], [3.231, 4.571, -3.258], [0.866, 3.835, -3.207], [0.228, 1.831, -1.930], [-1.743, 3.740, 2.027], [-1.409, 5.482, 3.737], [0.487, 5.317, 5.319], [2.025, 3.385, 5.194], [1.670, 1.626, 3.545], [-2.576, -0.485, 0.703], [-3.763, -2.283, 1.907], [-3.131, -2.837, 4.237], [-1.346, -1.552, 5.367], [-0.206, 0.277, 4.191], [-1.072, -4.602, 1.080], [-0.705, -3.650, -0.009], [-0.015, -2.566, 0.211], [0.518, -2.430, 1.493], [-1.085, -3.875, -1.367], [-1.995, -4.938, -1.880], [-0.552, -2.997, -2.209], [-0.773, -3.061, -3.424], [-0.402, -4.502, 1.927], [-1.060, -5.624, 0.708], [-2.086, -4.378, 1.419], [0.119, -1.618, 1.847], [-2.443, -5.510, -1.071], [-1.465, -5.621, -2.547], [-2.791, -4.483, -2.473], [-0.254, 2.357, -5.233], [0.000, 1.240, -5.076], [0.259, -0.060, -4.985], [0.742, -0.536, -3.923], [1.254, -1.019, -2.974], [-4.143, 0.999, -1.018], [-3.053, 1.095, -2.091], [-3.613, 0.647, -3.447], [-2.558, 2.544, -2.191], [-1.918, 0.220, -1.735], [-0.959, -0.470, -1.486], [-4.990, 1.632, -1.293], [-3.767, 1.335, -0.049], [-4.502, -0.027, -0.916], [-4.455, 1.283, -3.729], [-3.954, -0.388, -3.402], [-2.848, 0.722, -4.220], [-3.395, 3.205, -2.430], [-1.814, 2.646, -2.983], [-2.119, 2.867, -1.245]],
  "mulliken_charge": [-1.3024, 0.0567, 0.3871, 0.2614, -0.3492, -0.7673, -0.5615, -0.7273, -0.5135, 0.9244, -0.6415, -0.7292, -0.6765, -0.7882, -0.1940, 0.7267, 0.6015, -0.6513, -0.6153, -0.4888, -0.8987, -0.2055, -0.9610, 1.0573, -0.9046, -0.4826, -0.7839, -0.0344, 0.5012, 0.4422, 0.4337, 0.3902, 0.4243, 0.3573, 0.4047, 0.4315, 0.4012, 0.4312, 0.1878, 0.3488, 0.4084, 0.3772, 0.4150, 0.3563, 0.0590, 0.5519, 0.4044, 0.4357, 0.4153, -1.9332, 0.6147, 0.6957, -0.6259, 0.4862, -1.6415, 1.1059, -0.7477, 0.3666, 0.5294, 0.2962, 0.2739, 0.4114, 0.3076, 0.3302, -0.6089, 0.5916, -0.7309, 0.7016, -0.4182, -1.8622, 2.2918, -1.7100, -1.3968, 0.0757, 0.7410, 0.5074, 0.2222, 0.3265, 0.4430, 0.3728, 0.2800, 0.5047, 0.1649, 0.1188],
  "e_homo_ev": -8.06,
  "de_lowest_kcal_mol": 0.3,
  "e_lumo_ev": -0.74,
  "total_charge": 0,
  "gap_ev": 7.3
}